Entry 1:
C4H29N3O8 | ωB97M-V with the def2-TZVPD basis set

Values from the calculation:
Kohn-Sham gap in eV: 9.05
SMILES string: C[C@H](CN)NCN.O.O.O.O.O.O.O.O

Element x y z (Å)
C (-0.116, 1.503, 2.498)
N (-0.682, 0.123, 2.957)
C (-0.913, 2.217, 1.565)
C (-0.483, 3.696, 1.665)
N (-0.777, 1.460, 0.230)
C (-0.234, 2.248, -1.022)
N (0.109, 1.462, -2.345)
H (0.261, 2.007, 3.472)
H (0.825, 1.394, 2.077)
H (-1.321, -0.124, 2.211)
H (-1.147, 0.382, 3.811)
H (-1.987, 2.268, 1.578)
H (0.165, 4.018, 2.353)
H (-0.081, 3.835, 0.727)
H (-1.423, 4.297, 1.752)
H (-0.143, 0.606, 0.332)
H (0.689, 2.840, -0.736)
H (-1.128, 2.967, -1.077)
H (-0.681, 0.794, -2.406)
H (0.945, 0.859, -2.133)
H (-3.292, -0.642, 0.235)
H (-2.623, 0.549, -0.367)
O (-3.398, 0.234, 0.093)
H (-2.122, -1.293, -1.459)
H (-0.867, -1.982, -1.329)
O (-1.503, -1.574, -0.841)
H (1.785, -2.705, -2.667)
H (1.026, -3.435, -1.473)
O (0.949, -3.094, -2.480)
H (-1.595, -1.861, -3.981)
H (-0.703, -1.067, -2.976)
O (-1.646, -1.143, -3.323)
H (3.359, 0.476, -2.103)
H (2.496, -0.088, -0.844)
O (2.547, 0.176, -1.736)
H (0.481, -1.056, 2.356)
H (0.929, -2.728, 2.642)
O (1.081, -1.973, 2.144)
H (-0.036, -4.023, 0.008)
H (0.748, -2.846, 0.734)
O (0.842, -3.648, 0.133)
H (3.170, 0.724, 0.504)
H (4.221, 0.353, 1.475)
O (3.376, 0.546, 1.404)

---

Entry 2:
C4H2Br2N2O4S | ωB97M-V with the def2-TZVPD basis set

Values from the calculation:
Kohn-Sham gap (alpha / beta) in eV: 8.24 / 8.24

Element x y z (Å)
C (-0.905, -0.273, 0.278)
C (-0.229, -1.431, 0.654)
C (2.136, -0.183, -0.502)
C (-0.437, 1.088, 0.241)
N (-2.335, -0.389, 0.162)
N (0.498, 1.465, -0.642)
O (-2.874, -1.324, 0.665)
O (1.040, 2.534, -0.836)
O (-2.863, 0.420, -0.514)
O (1.059, 0.289, -1.209)
S (1.498, -1.520, 0.643)
Br (-1.005, -3.147, 0.793)
Br (-1.203, 2.484, 1.304)
H (2.787, 0.522, 0.122)
H (2.834, -0.533, -1.159)

---

Entry 3:
C4H2BrF4N3 | ωB97M-V with the def2-TZVPD basis set

Values from the calculation:
Kohn-Sham gap (alpha / beta) in eV: 7.39 / 7.40

Element x y z (Å)
C (2.069, -1.439, 0.425)
C (2.117, 0.697, 0.083)
C (-1.303, 0.898, 0.379)
C (-2.169, 0.091, -0.589)
N (2.908, -0.352, 0.338)
N (0.865, -1.149, 0.000)
N (0.883, 0.157, -0.234)
F (-1.147, 2.176, 0.136)
F (-1.405, 0.512, 1.645)
F (-1.747, 0.047, -1.827)
F (-3.329, 0.858, -0.621)
Br (-2.371, -1.667, 0.110)
H (2.328, -2.511, 0.405)
H (2.300, 1.683, -0.249)

---

Entry 4:
C4H2BrN | ωB97M-V with the def2-TZVPD basis set

Values from the calculation:
Kohn-Sham gap in eV: 8.06
SMILES string: C#CN(Br)C#C

Element x y z (Å)
C (0.675, 2.109, -0.126)
C (0.580, -2.176, -0.003)
C (-0.090, 1.195, 0.076)
C (-0.089, -1.171, -0.069)
N (-0.774, -0.050, 0.159)
Br (-2.655, 0.016, -0.208)
H (1.103, 3.035, 0.043)
H (1.250, -2.958, 0.127)

---

Entry 5:
C4H2BrNO | ωB97M-V with the def2-TZVPD basis set

Values from the calculation:
Kohn-Sham gap (alpha / beta) in eV: 7.73 / 7.84
SMILES string: N#C/C=C(\Br)C=O

Element x y z (Å)
C (0.610, -1.452, -1.426)
C (0.731, -0.584, -0.354)
C (-0.270, 1.301, 1.095)
C (-0.599, 0.217, 0.249)
N (0.461, -2.351, -2.168)
O (-1.022, 1.963, 1.769)
Br (-2.280, -0.073, -0.471)
H (1.603, -0.598, 0.161)
H (0.765, 1.577, 1.145)

---

Entry 6:
C4H2BrNOS | ωB97M-V with the def2-TZVPD basis set

Values from the calculation:
Kohn-Sham gap (alpha / beta) in eV: 5.74 / 8.57

Element x y z (Å)
C (0.436, 0.442, -1.668)
C (-0.422, -0.102, -0.980)
C (2.050, -1.688, -0.044)
C (-1.291, -0.367, 0.067)
N (2.830, -0.903, 0.294)
O (1.336, -2.538, -0.504)
S (-0.070, -3.256, 0.094)
Br (-3.157, -0.595, 0.026)
H (1.014, 0.961, -2.360)
H (-0.971, -0.272, 1.062)

---

Entry 7:
C4H2Cl4 | ωB97M-V with the def2-TZVPD basis set

Values from the calculation:
Kohn-Sham gap (alpha / beta) in eV: 8.17 / 7.64

Element x y z (Å)
C (0.580, -0.856, -0.031)
C (0.008, -1.051, 1.117)
C (0.041, 0.324, -0.761)
C (-0.873, 0.955, 0.238)
Cl (1.892, -1.823, -0.891)
Cl (0.428, -1.616, 2.546)
Cl (-0.619, 0.216, -2.519)
Cl (-0.471, 2.266, 1.122)
H (0.980, 0.928, -0.916)
H (-1.967, 0.656, 0.094)

---

Entry 8:
C4H2ClNO2 | ωB97M-V with the def2-TZVPD basis set

Values from the calculation:
Kohn-Sham gap in eV: 9.43
SMILES string: O=c1cnoc(Cl)c1

Element x y z (Å)
C (-1.349, 0.045, -0.203)
C (-0.423, -0.945, -0.149)
C (0.952, -0.624, 0.035)
C (1.174, 0.899, 0.218)
H (-0.331, -2.007, 0.058)
H (2.206, 1.431, 0.583)
N (0.205, 1.788, -0.077)
O (1.826, -1.512, -0.194)
O (-1.145, 1.375, -0.320)
Cl (-3.114, -0.451, 0.049)

---

Entry 9:
C4H2CuO2 | ωB97M-V with the def2-TZVPD basis set

Values from the calculation:
Kohn-Sham gap (alpha / beta) in eV: 5.58 / 5.48
2S+1: 2

Element x y z (Å)
O (-0.788, 1.512, -0.521)
C (-0.144, 0.479, -0.726)
H (0.091, 0.167, -1.766)
C (1.742, -1.271, -0.032)
C (0.755, -0.434, 0.301)
C (-0.520, -0.776, 0.911)
O (-1.180, -0.166, 1.738)
Cu (-2.013, 1.742, 1.184)
H (2.058, -1.252, -1.089)

---

Entry 10:
C4H2EuLiO2 | ωB97M-V with the def2-TZVPD basis set

Values from the calculation:
Charge: +1
Kohn-Sham gap (alpha / beta) in eV: 7.04 / 7.20
2S+1: 8

Element x y z (Å)
C (-1.412, -0.921, 0.054)
C (-0.447, -1.679, 0.420)
O (-1.910, 0.021, -0.518)
Li (-1.343, 1.721, -1.070)
H (-0.349, -2.760, 0.395)
C (0.959, 1.211, -1.128)
C (1.132, 1.335, 0.122)
O (1.188, 0.752, 1.225)
Eu (0.780, -1.042, 2.599)
H (1.403, 1.364, -2.101)

---

Entry 11:
C4H2F2O | ωB97M-V with the def2-TZVPD basis set

Values from the calculation:
Kohn-Sham gap in eV: 10.12

Element x y z (Å)
C (-0.830, 2.031, -0.709)
C (-0.539, 0.820, -0.516)
C (-0.478, -0.645, -0.601)
C (0.281, -0.078, 0.495)
O (1.616, -0.080, 0.402)
F (-1.857, -1.451, -0.363)
F (-0.174, -0.021, 1.752)
H (-0.045, -1.162, -1.439)
H (2.025, 0.585, 0.978)

---

Entry 12:
C4H2F2O2 | ωB97M-V with the def2-TZVPD basis set

Values from the calculation:
Kohn-Sham gap in eV: 8.46

Element x y z (Å)
C (0.541, 0.692, -0.045)
C (-1.326, -0.152, 0.052)
C (-0.540, -1.295, -0.093)
C (0.764, -0.662, -0.080)
H (0.983, 2.421, 0.236)
H (-0.711, -2.311, -0.202)
O (1.556, 1.568, -0.035)
O (-0.634, 1.008, -0.009)
F (-2.595, 0.016, 0.061)
F (1.962, -1.285, 0.116)

---

M / g mol⁻¹: 247.3 333.9 248.0 144.0 160.0 192.0 191.9 131.5 145.6 241.0 104.1 120.1